C4H11NO3 | ωB97M-V with the def2-TZVPD basis set

Structure (XYZ):
```
19
Properties=species:S:1:pos:R:3
O -1.54484 -0.02413 0.41405
C -0.37397 0.19960 0.15583
N 0.00367 0.07033 -1.17142
C 1.32992 -0.17993 -1.72093
O 2.12601 -0.85227 -0.78532
C 0.67335 0.58462 1.18586
C -0.07272 1.62707 2.03630
H -0.72017 -0.33883 -1.75068
H 1.27690 -0.69306 -2.70230
H 1.85891 0.76562 -1.79670
H 1.94953 -1.79047 -0.63401
H 1.01497 -0.39108 1.60628
H 1.61609 0.94114 0.77637
H -1.09254 1.25126 2.27297
H 0.32912 1.98449 2.98306
H -0.43412 2.39536 1.36900
H -2.61834 -1.81214 -0.01077
H -2.82128 -1.48458 -1.36029
O -2.50049 -2.25300 -0.86730
```

## Properties
HOMO	-9.92	eV
molecular weight	121.14	g/mol
structure (SMILES)	CCC(=O)NCO.O
multiplicity	1
net charge	0
orbital gap	10.530	eV

Atom charges from the Löwdin analysis, given in e for atoms 1 to 4: number 1, O, carries 0.027; number 2, C, carries -0.474; number 3, N, carries 0.088; number 4, C, carries -0.243

---

C21H28CeN3O2 | ωB97M-V with the def2-TZVPD basis set

Structure (XYZ):
```
55
Properties=species:S:1:pos:R:3
O 0.09122 -0.04447 0.25367
C -0.61653 -0.15546 -1.03922
C 0.66173 -0.11116 -1.85646
H -1.25431 0.72403 -1.15724
H -1.16733 -1.10063 -1.08337
C 1.37676 0.11805 -0.50629
H 0.70923 0.72309 -2.55887
H 0.92013 -1.07012 -2.31369
C 1.90467 1.52892 -0.32029
H 1.09169 2.25920 -0.40844
H 2.66344 1.73747 -1.08835
H 2.37623 1.64722 0.66333
C 2.38812 -0.93739 -0.10397
H 2.02920 -1.94337 -0.34490
H 2.61519 -0.89472 0.97115
H 3.32789 -0.76323 -0.64752
Ce -0.97448 -0.66010 2.42383
C -0.43647 -2.99217 3.46374
C -1.76171 -3.15892 2.94982
C -1.71836 -3.07769 1.52195
H -2.64311 -3.37726 3.54478
C -0.34155 -2.94020 1.14253
C 0.45169 -2.87954 2.33977
H 1.53340 -2.85565 2.37527
H -0.14226 -3.00110 4.51069
H -2.56471 -3.14676 0.83796
H 0.04739 -3.01721 0.13237
C -0.27053 0.23831 4.75100
C 0.95403 -0.22833 4.17881
C 1.28860 0.63885 3.09627
H 1.58001 -1.04870 4.53982
C 0.26997 1.63948 2.99587
C -0.68951 1.39429 4.02441
H -1.56847 1.99643 4.24988
H -0.75362 -0.15197 5.64445
H 2.23209 0.62600 2.54043
H 0.28267 2.48932 2.30339
O -0.16364 1.82208 -4.70775
C 1.14893 1.67962 -5.31242
C 1.12779 2.21807 -6.75770
H 1.41186 0.60375 -5.33622
H 1.88909 2.18717 -4.66950
C -0.36131 2.08300 -7.13755
H 1.80689 1.67095 -7.42163
H 1.39425 3.28377 -6.75050
C -1.05954 2.27081 -5.77106
H -0.53706 1.06006 -7.50169
H -0.68912 2.80125 -7.89923
H -2.01319 1.72369 -5.69845
H -1.27941 3.35064 -5.64675
N -3.09339 -0.45844 3.49120
C -3.43073 -0.67624 4.61812
N -3.92158 -0.86615 5.76737
C -3.29491 -1.29287 6.84717
N -2.82734 -1.66569 7.86001
```

## Properties
HOMO (spin up / spin down)	-11.71 / -11.71	eV
molecular weight	494.59	g/mol
multiplicity	1
net charge	+1
orbital gap (spin up / spin down)	6.542 / 6.534	eV

Atom charges from the Löwdin analysis, given in e for atoms 1 to 4: number 1, O, carries -0.264; number 2, C, carries -0.098; number 3, C, carries -0.037; number 4, H, carries 0.140

---

C12H10BrCoF3O2 | ωB97M-V with the def2-TZVPD basis set

Structure (XYZ):
```
29
Properties=species:S:1:pos:R:3
C 1.57167 0.39989 -1.35336
C 2.78465 0.45263 -0.58577
C 3.33348 -0.87437 -0.51864
H 3.22231 1.34547 -0.15402
C 2.48810 -1.73019 -1.29519
C 1.42126 -0.94810 -1.82342
H 0.60524 -1.30516 -2.44546
H 0.87212 1.21317 -1.57181
H 4.24682 -1.17600 -0.02868
H 2.63477 -2.79499 -1.47014
Co 1.47287 -0.85083 0.16813
Br 1.25330 0.35895 2.26549
C -3.05765 0.65303 0.84175
C -2.90779 0.04362 -0.44552
C -2.28794 0.99926 -1.31368
H -3.14715 -0.99119 -0.69833
C -2.09488 2.21362 -0.57493
C -2.51478 1.97479 0.76792
H -2.38298 2.63787 1.62546
H -3.46024 0.16642 1.72500
H -2.00108 0.82552 -2.34520
H -1.66252 3.12861 -0.96903
F -0.89002 -4.50342 1.82623
C -0.17548 -3.45267 2.34499
F -0.33085 -3.44498 3.69169
F 1.14424 -3.70639 2.07062
C -0.69892 -2.11321 1.68203
O -1.62898 -1.51884 2.21776
O -0.10305 -1.86321 0.56841
```

## Properties
HOMO (spin up / spin down)	0.52 / 0.52	eV
molecular weight	382.04	g/mol
multiplicity	4
net charge	-2
orbital gap (spin up / spin down)	4.910 / 4.865	eV

Atom charges from the Löwdin analysis, given in e for atoms 1 to 4: number 1, C, carries -0.176; number 2, C, carries -0.238; number 3, C, carries -0.211; number 4, H, carries 0.094